(1)
Below is a cluster of 5 separate species, C14H41N3O5 in total, with properties calculated with ωB97M-V/def2-TZVPD.

```
63
Properties=species:S:1:pos:R:3:nbo_charge:R:1
C 0.426 -2.620 1.469 -0.266
O 1.092 -3.228 2.539 -0.540
C 1.555 -2.236 3.448 -0.079
C 1.962 -2.861 4.792 -0.070
C 0.846 -3.789 5.280 -0.624
N 2.048 -1.733 5.772 -0.821
H -0.420 -1.963 1.690 0.194
H 0.107 -3.322 0.695 0.191
H 1.105 -2.003 0.855 0.149
H 2.457 -1.808 2.969 0.155
H 0.910 -1.352 3.478 0.176
H 2.897 -3.410 4.754 0.197
H 0.918 -4.714 4.704 0.222
H -0.190 -3.450 5.261 0.209
H 1.018 -4.080 6.320 0.212
H 2.474 -0.992 5.218 0.340
H 1.133 -1.394 6.040 0.353
C 1.505 4.576 1.503 -0.254
O 1.321 3.543 0.555 -0.566
C 2.544 3.259 -0.130 -0.063
C 2.239 2.377 -1.322 -0.075
C 1.501 1.071 -0.941 -0.631
N 3.410 2.067 -2.132 -0.816
H 1.864 5.519 1.079 0.174
H 2.286 4.352 2.239 0.172
H 0.584 4.724 2.059 0.204
H 2.964 4.228 -0.439 0.168
H 3.311 2.914 0.579 0.172
H 1.668 2.998 -2.020 0.190
H 0.452 1.365 -0.920 0.234
H 1.944 0.624 -0.048 0.209
H 1.565 0.227 -1.632 0.221
H 3.977 1.287 -1.799 0.350
H 4.112 2.804 -2.012 0.343
C -4.375 -1.603 -3.483 -0.250
O -3.092 -1.002 -3.511 -0.537
C -2.086 -1.976 -3.345 -0.075
C -0.766 -1.252 -3.674 -0.064
C -0.834 -0.695 -5.102 -0.621
N 0.404 -2.148 -3.667 -0.845
H -4.589 -2.160 -4.397 0.173
H -5.073 -0.779 -3.333 0.190
H -4.540 -2.260 -2.622 0.166
H -2.094 -2.323 -2.305 0.169
H -2.082 -2.884 -3.957 0.179
H -0.513 -0.407 -3.026 0.174
H -1.644 0.024 -5.197 0.225
H -0.903 -1.531 -5.806 0.206
H 0.083 -0.224 -5.471 0.203
H 0.681 -2.342 -2.705 0.349
H 1.242 -1.715 -4.036 0.359
C -2.132 3.487 0.808 -0.248
O -1.062 2.601 1.104 -0.792
H -2.222 3.745 -0.246 0.172
H -3.031 3.015 1.202 0.184
H -1.996 4.375 1.436 0.159
H -0.175 2.912 0.786 0.509
C -3.110 0.268 -0.074 -0.242
O -1.858 -0.003 0.527 -0.774
H -2.867 0.894 -0.935 0.163
H -3.670 -0.603 -0.405 0.177
H -3.803 0.824 0.563 0.152
H -1.475 0.779 0.968 0.506
```

## Properties
- Frontier orbital gap: 9.689 eV
- Energy above the lowest of the compared OMol25 structures with the same formula, charge and spin: 1.920 eV
- SMILES: COC[C@H](C)N.COC[C@H](C)N.COC[C@H](C)N.CO.CO
- Net charge: 0
- Highest occupied orbital energy: -0.338 hartree

=====

(2)
Below is a structure of composition C14H42B2BeF8O7S7, with properties calculated with ωB97M-V/def2-TZVPD.

```
81
Properties=species:S:1:pos:R:3:lowdin_charge:R:1
Be -4.070 -20.469 -15.608 0.954
B -3.525 -17.779 -14.906 -1.457
F -3.066 -17.659 -16.199 0.127
F -3.479 -16.615 -14.221 0.186
F -4.880 -18.077 -15.097 0.088
F -2.958 -18.844 -14.275 0.182
B -2.377 -22.620 -14.158 -1.395
F -3.579 -22.789 -14.798 0.148
F -2.635 -22.463 -12.808 0.119
F -1.517 -23.692 -14.382 0.131
F -1.749 -21.441 -14.493 0.145
C -8.509 -20.719 -15.089 -0.220
S -7.466 -22.129 -15.705 0.853
O -6.050 -21.808 -15.423 -0.565
C -8.292 -23.431 -14.713 -0.238
H -9.525 -20.832 -15.466 0.052
H -8.055 -19.753 -15.307 0.041
H -8.628 -20.748 -14.005 0.036
H -8.066 -24.471 -14.948 0.055
H -9.378 -23.337 -14.679 0.058
H -8.014 -23.148 -13.697 0.041
C -6.089 -23.272 -19.001 -0.226
S -4.333 -23.265 -18.402 0.902
O -4.206 -21.977 -17.556 -0.610
C -4.442 -24.555 -17.157 -0.245
H -6.494 -24.244 -18.717 0.042
H -6.252 -23.129 -20.069 0.043
H -6.626 -22.443 -18.540 0.024
H -5.237 -24.183 -16.511 0.037
H -3.567 -24.604 -16.509 0.062
H -4.706 -25.517 -17.597 0.059
C -7.122 -17.621 -17.762 -0.244
S -5.697 -18.607 -18.196 0.914
O -5.771 -19.821 -17.274 -0.560
C -6.322 -19.207 -19.825 -0.239
H -6.874 -16.734 -17.180 0.060
H -7.828 -18.224 -17.190 0.054
H -7.567 -17.143 -18.635 0.055
H -5.640 -19.965 -20.209 0.032
H -6.312 -18.427 -20.586 0.053
H -7.387 -19.441 -19.840 0.060
C -5.032 -20.746 -11.112 -0.224
S -6.070 -19.881 -12.355 0.910
O -5.349 -20.181 -13.621 -0.566
C -5.439 -18.211 -11.920 -0.212
H -5.258 -20.348 -10.123 0.056
H -3.954 -20.681 -11.257 0.041
H -5.226 -21.818 -11.066 0.016
H -4.368 -18.318 -11.745 0.053
H -5.914 -17.923 -10.982 0.051
H -5.639 -17.507 -12.727 0.056
C -0.474 -21.000 -18.936 -0.227
S -1.741 -19.693 -18.625 0.934
O -2.530 -20.208 -17.399 -0.569
C -2.702 -19.895 -20.191 -0.240
H 0.087 -21.026 -19.871 0.055
H -0.924 -21.992 -18.903 0.055
H 0.236 -20.861 -18.121 0.053
H -3.524 -19.183 -20.267 0.023
H -3.031 -20.925 -20.327 0.047
H -1.980 -19.701 -20.984 0.050
C -5.467 -24.710 -12.272 -0.233
S -6.498 -24.435 -10.734 0.802
O -7.466 -25.562 -10.685 -0.565
C -5.041 -24.867 -9.667 -0.254
H -5.028 -25.702 -12.164 0.049
H -4.539 -24.169 -12.458 0.045
H -6.094 -24.723 -13.164 0.027
H -4.148 -24.304 -9.938 0.051
H -4.794 -25.917 -9.822 0.052
H -5.248 -24.748 -8.604 0.044
C -1.185 -20.039 -10.736 -0.242
S 0.346 -19.069 -11.132 0.845
O 1.427 -20.194 -11.127 -0.594
C -0.030 -18.562 -12.830 -0.263
H -2.047 -19.375 -10.790 0.028
H -1.077 -20.487 -9.748 0.050
H -1.288 -20.829 -11.479 0.042
H 0.577 -17.736 -13.202 0.048
H -1.043 -18.185 -12.969 0.036
H 0.120 -19.428 -13.474 0.058
```

## Properties
- Frontier orbital gap: 7.489 eV
- Energy above the lowest of the compared OMol25 structures with the same formula, charge and spin: 0.000 eV
- Net charge: 0
- Highest occupied orbital energy: -0.291 hartree

=====

(3)
Below is a structure of composition C14H42ClO11Y, with properties calculated with ωB97M-V/def2-TZVPD.

```
69
Properties=species:S:1:pos:R:3:nbo_charge:R:1
Y 1.196 15.676 -25.788 2.231
Cl -0.310 16.582 -29.467 2.557
O 0.304 17.790 -29.942 -0.809
O -0.426 15.560 -30.445 -0.792
O 0.506 16.078 -28.358 -0.974
O -1.624 16.883 -28.897 -0.860
C 5.682 15.439 -24.930 -0.667
C 4.559 16.458 -24.910 -0.096
O 3.334 15.889 -24.386 -0.769
H 6.450 15.593 -25.688 0.253
H 5.366 14.397 -25.004 0.211
H 6.232 15.449 -23.985 0.233
H 4.364 17.014 -25.827 0.195
H 4.990 17.266 -24.306 0.208
H 3.567 15.834 -23.448 0.509
C -1.828 13.003 -28.097 -0.663
C -0.422 13.102 -27.544 -0.085
O -0.427 14.040 -26.434 -0.802
H -2.111 13.970 -28.531 0.252
H -2.598 12.742 -27.372 0.213
H -1.804 12.424 -29.022 0.260
H 0.251 13.443 -28.331 0.226
H -0.084 12.078 -27.346 0.187
H -1.145 13.705 -25.877 0.508
C -0.498 16.035 -21.338 -0.636
C 0.849 15.918 -22.074 -0.069
O 0.754 16.463 -23.428 -0.788
H -0.341 15.487 -20.410 0.249
H -1.308 15.618 -21.934 0.218
H -0.754 17.075 -21.136 0.225
H 1.131 14.871 -22.011 0.188
H 1.628 16.547 -21.635 0.193
H 0.544 17.387 -23.237 0.509
C 4.344 12.621 -27.174 -0.648
C 3.016 13.198 -27.599 -0.064
O 2.904 14.578 -27.094 -0.810
H 5.213 13.258 -27.352 0.226
H 4.473 11.636 -27.626 0.258
H 4.425 12.439 -26.098 0.203
H 2.194 12.623 -27.181 0.198
H 2.932 13.228 -28.685 0.218
H 3.657 15.001 -27.535 0.518
C 2.330 11.671 -23.677 -0.653
C 2.575 13.171 -23.672 -0.066
O 1.475 13.764 -24.458 -0.808
H 3.151 11.123 -23.214 0.259
H 2.285 11.293 -24.700 0.225
H 1.409 11.390 -23.162 0.220
H 3.540 13.353 -24.130 0.215
H 2.554 13.559 -22.655 0.186
H 0.702 13.342 -24.058 0.510
C 2.020 19.789 -27.706 -0.653
C 2.751 18.529 -27.206 -0.079
O 1.963 17.918 -26.173 -0.802
H 1.882 20.468 -26.853 0.196
H 0.974 19.661 -28.006 0.245
H 2.444 20.338 -28.544 0.267
H 3.673 18.908 -26.757 0.189
H 2.904 17.828 -28.025 0.221
H 1.803 18.661 -25.568 0.512
C -2.534 17.594 -24.276 -0.643
C -2.006 16.543 -25.276 -0.090
O -0.783 17.030 -25.856 -0.795
H -3.577 17.383 -24.032 0.251
H -2.524 18.582 -24.744 0.220
H -2.024 17.698 -23.318 0.202
H -2.679 16.546 -26.136 0.231
H -2.041 15.592 -24.745 0.189
H -1.044 17.851 -26.297 0.539
```

## Properties
- Frontier orbital gap: 8.697 eV
- Energy above the lowest of the compared OMol25 structures with the same formula, charge and spin: 0.739 eV
- Net charge: +2
- Highest occupied orbital energy: -0.532 hartree

=====

(4)
Below is a cluster of 7 separate species, C14H42FNO9PS6 in total, with properties calculated with ωB97M-V/def2-TZVPD.

```
74
Properties=species:S:1:pos:R:3:lowdin_charge:R:1
N -0.183 2.926 4.722 -0.042
C -1.181 3.990 4.595 -0.462
F -1.143 4.625 5.897 -0.178
C -2.592 3.342 4.532 -0.292
P -4.006 4.287 5.086 0.474
O -4.100 4.836 6.457 -0.308
O -4.271 5.416 3.927 -0.168
O -5.266 3.272 4.741 -0.186
H -0.367 2.389 5.586 0.036
H -0.300 2.276 3.946 -0.004
H -2.779 3.134 3.467 0.076
H -2.642 2.359 5.072 0.083
H -5.051 5.183 3.432 0.047
H -4.927 2.458 4.379 0.041
C 1.214 0.530 0.476 -0.267
S -0.362 -0.017 1.126 0.805
O -0.603 0.823 2.331 -0.562
C 0.175 -1.641 1.657 -0.284
H 1.085 1.564 0.164 0.009
H 1.968 0.474 1.262 0.064
H 1.497 -0.073 -0.388 0.049
H 0.998 -1.530 2.365 0.058
H 0.473 -2.219 0.784 0.026
H -0.667 -2.139 2.133 0.047
C 1.114 -6.146 -0.996 -0.265
S -0.485 -5.339 -0.870 0.820
O -0.409 -4.411 0.293 -0.561
C -1.377 -6.797 -0.336 -0.269
H 1.839 -5.390 -1.290 0.049
H 1.377 -6.562 -0.022 0.058
H 1.050 -6.930 -1.751 0.031
H -0.935 -7.165 0.591 0.060
H -1.300 -7.537 -1.132 0.010
H -2.412 -6.508 -0.165 0.050
C 1.244 -10.444 -3.870 -0.268
S -0.425 -9.784 -3.833 0.829
O -0.488 -8.873 -2.656 -0.565
C -1.234 -11.307 -3.333 -0.269
H 1.911 -9.620 -4.116 0.052
H 1.491 -10.846 -2.887 0.059
H 1.312 -11.215 -4.637 0.054
H -0.807 -11.645 -2.389 0.059
H -1.107 -12.057 -4.112 0.053
H -2.292 -11.083 -3.204 0.051
C -0.219 4.524 -0.682 -0.300
S 0.908 4.026 -1.973 0.821
O 1.818 2.988 -1.395 -0.577
C 1.841 5.557 -2.035 -0.273
H -0.855 3.668 -0.456 0.060
H 0.340 4.811 0.206 0.057
H -0.826 5.360 -1.022 0.049
H 2.256 5.760 -1.048 0.056
H 1.179 6.364 -2.346 0.049
H 2.641 5.427 -2.763 0.043
C -1.390 6.352 2.045 -0.281
S -0.684 7.521 0.890 0.842
O 0.178 6.760 -0.073 -0.645
C 0.439 8.284 2.066 -0.265
H -2.089 5.720 1.500 0.049
H -0.625 5.725 2.511 0.034
H -1.929 6.890 2.825 0.056
H 1.091 7.514 2.477 0.064
H -0.144 8.752 2.860 0.054
H 1.020 9.036 1.535 0.042
C 4.394 0.148 -4.031 -0.272
S 2.759 -0.598 -4.056 0.791
O 2.641 -1.324 -5.352 -0.571
C 1.860 0.942 -4.222 -0.271
H 5.121 -0.660 -3.973 0.044
H 4.539 0.717 -4.950 0.054
H 4.481 0.791 -3.155 0.055
H 2.179 1.450 -5.133 0.059
H 2.043 1.561 -3.340 0.019
H 0.800 0.700 -4.283 0.054
```

## Properties
- Frontier orbital gap: 3.212 eV
- Net charge: -1
- Highest occupied orbital energy: -0.069 hartree